A molecular structure, C44H35MnNP2S3Sb at a distorted geometry. Source: OMol25; level of theory: the ωB97M-V functional and the def2-TZVPD basis.

```
87
C44H35MnNP2S3Sb | OMol25 | the ωB97M-V functional and the def2-TZVPD basis
Mn 0.684 -0.644 -1.513
S 2.556 -0.834 0.223
P 0.982 -1.984 0.680
C 0.123 -2.425 -0.760
P -1.524 -1.981 -1.084
S -1.668 -1.171 -2.888
C -2.526 -3.518 -1.131
C -3.890 -3.562 -0.858
C -4.583 -4.758 -0.975
C -3.924 -5.913 -1.371
C -2.567 -5.871 -1.662
C -1.872 -4.677 -1.543
C -2.488 -1.011 0.129
C -2.896 0.286 -0.156
C -3.666 0.989 0.761
C -4.047 0.392 1.951
C -3.647 -0.907 2.238
C -2.863 -1.603 1.335
C 0.265 -1.180 2.171
C 0.052 -1.873 3.358
C -0.337 -1.186 4.500
C -0.539 0.183 4.460
C -0.356 0.875 3.270
C 0.060 0.198 2.136
C 1.578 -3.547 1.422
C 2.798 -3.613 2.084
C 3.213 -4.805 2.659
C 2.410 -5.935 2.577
C 1.198 -5.877 1.903
C 0.786 -4.686 1.323
H -4.412 -2.662 -0.560
H -5.643 -4.788 -0.752
H -4.470 -6.845 -1.458
H -2.050 -6.768 -1.979
H -0.812 -4.624 -1.764
H -2.623 0.731 -1.102
H -3.962 2.007 0.539
H -4.655 0.936 2.663
H -3.934 -1.373 3.173
H -2.557 -2.620 1.551
H 0.212 -2.944 3.398
H -0.480 -1.725 5.430
H -0.840 0.710 5.358
H -0.529 1.944 3.222
H 0.255 0.750 1.225
H 3.419 -2.726 2.133
H 4.171 -4.858 3.162
H 2.734 -6.863 3.033
H 0.584 -6.765 1.818
H -0.152 -4.644 0.779
S 0.159 1.440 -1.566
Sb 0.977 3.644 -1.916
C -0.907 4.345 -0.620
C -0.900 5.171 0.493
C -2.103 5.617 1.031
C -3.309 5.255 0.448
C -3.313 4.437 -0.675
C -2.112 3.990 -1.211
C 2.396 3.502 -0.299
C 1.883 3.217 0.963
C 2.730 2.984 2.034
C 4.105 3.031 1.848
C 4.622 3.305 0.592
C 3.772 3.545 -0.480
C 2.326 3.154 -3.668
C 2.037 2.054 -4.454
C 2.786 1.817 -5.600
C 3.794 2.696 -5.968
C 4.051 3.821 -5.196
C 3.304 4.062 -4.052
H 0.035 5.458 0.964
H -2.097 6.254 1.909
H -4.242 5.610 0.867
H -4.250 4.146 -1.134
H -2.115 3.340 -2.081
H 0.810 3.141 1.094
H 2.321 2.738 3.007
H 4.768 2.833 2.681
H 5.696 3.312 0.445
H 4.186 3.735 -1.464
H 1.267 1.352 -4.164
H 2.582 0.933 -6.191
H 4.386 2.503 -6.855
H 4.834 4.513 -5.488
H 3.498 4.952 -3.459
N 2.603 -1.181 -3.899
C 1.850 -0.965 -3.047
```

Its energy is -136627.928 eV. As for the energy above the lowest of the compared OMol25 structures with the same formula, charge and spin: 2.050 eV. The HOMO-LUMO gap (alpha / beta) comes out at 0.2175 / 0.2515 Ha. The charge is -1. The HOMO energy (alpha / beta) is -4.49 / -5.40 eV. As for the spin multiplicity: 6. Its expectation value of S² is 8.9194.

---

3 unconnected molecules or ions with the total composition C4H12O2 at a distorted geometry. Source: OMol25; level of theory: the ωB97M-V functional and the def2-TZVPD basis.

```
18
C4H12O2 | OMol25 | the ωB97M-V functional and the def2-TZVPD basis
C 1.520 1.360 0.456
C 1.261 -0.112 0.469
C 0.027 -0.591 0.900
C -0.222 -2.040 0.829
H 1.165 1.793 1.395
H 2.559 1.593 0.273
H 0.877 1.775 -0.332
H 2.090 -0.762 0.212
H -0.690 0.059 1.390
H -0.963 -2.391 1.536
H -0.567 -2.221 -0.208
H 0.678 -2.648 0.930
H 0.336 0.538 -2.172
H -0.375 -0.733 -1.690
O -0.275 -0.167 -2.474
H -2.625 2.046 0.079
H -2.116 1.300 -1.186
O -2.680 1.201 -0.408
```

Its energy is -8427.728 eV. As for the energy above the lowest of the compared OMol25 structures with the same formula, charge and spin: 0.433 eV. The HOMO-LUMO gap (alpha / beta) comes out at 0.3631 / 0.2345 Ha. The charge is +1. The HOMO energy (alpha / beta) is -15.15 / -15.13 eV. As for the spin multiplicity: 2. Its expectation value of S² is 0.7521.

---

charge of number 1 (C44H35MnNP2S3Sb)?
-1